Entry 1:
Here is a molecular structure, C41H55BiN3O5 from the Open Molecules 2025 dataset. Energies are from ωB97M-V/def2-TZVPD.

Calculated values
HOMO energy   -4.8648 eV
E_tot   -63960.7636 eV
Largest force on an atom   1.27 eV Å⁻¹
Charge   -1
HOMO-LUMO gap   7.21 eV
Spin multiplicity   1

Geometry (Å):
Bi 0.03630 -0.12749 0.72598
O 2.64010 0.79331 4.54798
C 1.63970 0.67041 3.84848
O 1.57270 0.09761 2.73208
C 0.34430 1.36801 4.35898
C -0.04840 2.50111 3.39408
C -0.96830 3.48121 4.14768
C -2.25280 2.63951 4.24648
C -1.84430 1.37781 3.45878
O -0.94430 1.88351 2.47878
C -0.94070 0.51141 4.34558
C -0.78120 -0.90469 3.75538
O -0.62530 -1.85209 4.49718
O -0.97830 -1.02919 2.48508
H 0.56150 1.74961 5.35938
H 0.78330 2.95961 2.86168
H -1.13050 4.38411 3.56048
H -0.56120 3.76021 5.11748
H -3.09710 3.13781 3.77308
H -2.52200 2.39911 5.27228
H -2.66570 0.84481 2.98238
H -1.33670 0.38451 5.35638
C 4.33830 -0.95219 2.40928
C 4.21080 0.20561 1.41578
C 5.03570 1.40621 1.88588
C 4.59580 -0.25299 0.03898
C 5.90250 -0.66379 -0.17442
C 6.32920 -1.08679 -1.41472
C 5.42490 -1.10829 -2.45702
C 4.10700 -0.70159 -2.28972
C 3.19270 -0.77449 -3.49572
C 3.12280 -2.21559 -4.01282
C 3.65520 0.16391 -4.61402
C 3.67880 -0.26179 -1.02472
N 2.36060 0.19841 -0.80612
C 2.03540 1.31551 -1.35502
C 0.81000 2.00931 -1.36302
C 0.69350 3.20681 -2.08452
C -0.61770 3.61551 -1.97142
C -1.28000 2.66011 -1.19242
N -0.42030 1.69361 -0.81312
C -2.75620 2.70271 -0.88832
C -3.47660 3.62151 -1.88292
C -3.34670 1.29971 -1.00882
C -2.97600 3.27361 0.51568
H 3.93290 -0.63089 3.36308
H 5.37640 -1.26239 2.54078
H 3.75310 -1.80329 2.06668
H 3.16040 0.50211 1.40728
H 6.09460 1.16881 1.97538
H 4.66580 1.70421 2.86278
H 4.93010 2.24241 1.19728
H 6.59960 -0.63449 0.65178
H 7.35580 -1.38549 -1.57372
H 5.76530 -1.43489 -3.42922
H 2.18730 -0.45839 -3.20402
H 4.08490 -2.53599 -4.41072
H 2.38500 -2.29989 -4.80882
H 2.84870 -2.88849 -3.20392
H 4.66590 -0.07619 -4.93802
H 3.63940 1.19521 -4.27082
H 2.98810 0.07851 -5.47062
H 2.79900 1.84721 -1.94012
H 1.48310 3.69421 -2.62752
H -1.04380 4.50001 -2.40092
H -3.25960 3.32371 -2.90432
H -3.16920 4.65531 -1.74882
H -4.55240 3.56701 -1.72322
H -3.17910 0.90211 -2.00932
H -4.42110 1.31161 -0.82662
H -2.88320 0.62541 -0.29602
H -2.60620 4.30011 0.55948
H -2.43680 2.67651 1.24298
H -4.03790 3.28001 0.76878
C -5.40440 -0.97129 1.92368
C -4.64100 -1.53289 0.75368
C -5.30780 -2.15489 -0.29692
C -4.58610 -2.58789 -1.39722
C -5.24770 -3.32859 -2.53082
C -3.21520 -2.38319 -1.45082
C -2.48550 -1.86339 -0.36312
C -3.26330 -1.42229 0.72128
N -1.11470 -1.77319 -0.30302
C -0.27590 -2.67299 -1.08352
C 1.11530 -2.78349 -0.43592
C -0.80040 -4.12249 -1.09932
C -0.08660 -2.11599 -2.50432
H -6.45950 -1.23949 1.87308
H -5.32850 0.11781 1.92338
H -4.99410 -1.33289 2.86588
H -6.37820 -2.29699 -0.25492
H -6.33190 -3.27799 -2.45852
H -4.95700 -4.38149 -2.49692
H -4.93330 -2.93089 -3.49592
H -2.72110 -2.66339 -2.36762
H -2.75210 -1.00949 1.57278
H 1.02210 -2.94219 0.63438
H 1.71030 -1.89349 -0.60532
H 1.65210 -3.62969 -0.86712
H -0.68870 -4.54619 -0.10282
H -0.21350 -4.71169 -1.80472
H -1.84660 -4.19769 -1.37302
H 0.31940 -1.11049 -2.41972
H -1.01690 -2.05229 -3.06142
H 0.60420 -2.73829 -3.06732

***

Entry 2:
Here is a molecular structure, C41H55BrN6OPrSSi from the Open Molecules 2025 dataset. Energies are from ωB97M-V/def2-TZVPD.

Calculated values
Energy above the lowest of the compared OMol25 structures with the same formula, charge and spin   90.4 kJ/mol
HOMO energy (spin up / spin down)   -8.4465 / -8.4545 eV
E_tot   -157218.5770 eV
Largest force on an atom   2.87 eV Å⁻¹
Charge   +1
HOMO-LUMO gap (spin up / spin down)   4.61 / 4.64 eV
Spin multiplicity   3

Geometry (Å):
Pr 0.60558 -1.33932 1.99633
N 1.91753 0.05450 6.38615
C 1.46350 -0.16463 5.14458
S 1.97286 -1.68823 4.46505
N 0.75843 0.81444 4.57379
N 0.06895 0.48020 3.43483
C -0.90727 1.26435 3.01618
C -0.89632 2.75519 3.24242
C 0.03292 3.51976 2.52932
C 0.16715 4.84683 2.87517
C -0.59969 5.38824 3.89035
C -1.58459 4.63270 4.53209
C -1.72738 3.30751 4.21090
C -1.99490 0.69523 2.27665
C -3.22376 1.37526 2.03589
C -4.26342 0.76034 1.37814
C -4.05403 -0.55449 0.93814
C -2.79021 -1.10919 0.98783
N -1.78266 -0.53902 1.72372
H 2.61240 -0.57330 6.78990
H 1.87713 1.03060 6.68977
H 0.73515 3.09745 1.77786
H 0.87471 5.46730 2.36029
H -0.42388 6.43858 4.15638
H -2.23475 5.10129 5.25225
H -2.47195 2.72767 4.75594
H -3.33637 2.41202 2.33979
H -5.19864 1.26965 1.20253
H -4.84083 -1.12161 0.44197
H -2.63189 -2.06405 0.51337
O 0.54323 -2.84842 -0.15445
C -0.16627 -4.10535 -0.48039
C 0.50113 -5.31432 0.17589
C 0.86405 -5.15117 1.66002
C -0.30783 -4.81964 2.56124
C -1.14340 -5.86356 3.04112
C -2.29257 -5.60193 3.76173
C -2.56190 -4.26506 4.07365
C -1.66445 -3.28176 3.62014
N -0.57869 -3.52858 2.89969
H 1.14750 -2.58788 -0.85752
H -0.19163 -4.19253 -1.55819
H -1.17651 -3.92704 -0.09363
H 1.42598 -5.52037 -0.36700
H -0.20616 -6.15752 0.06022
H 1.60953 -4.33622 1.72614
H 1.32718 -6.08155 2.04031
H -0.84271 -6.89045 2.82008
H -3.01858 -6.37748 4.01640
H -3.49630 -3.99368 4.58175
H -1.86831 -2.26751 3.91483
C 3.06534 0.27083 1.83363
C 3.86880 -0.69936 1.23252
C 4.35421 -0.40755 -0.06780
C 4.52432 -1.45626 -0.94975
C 4.30542 -2.77585 -0.52925
C 4.16693 -3.05582 0.83177
C 3.99011 -2.02374 1.73340
C 4.13777 -3.80562 -1.50576
N 3.95681 -4.61108 -2.33824
H 2.84019 1.19359 1.28780
H 2.94742 0.26519 2.94816
H 4.51777 0.62531 -0.32649
H 4.78265 -1.29415 -1.98362
H 4.20761 -4.09539 1.18454
H 3.78829 -2.19048 2.79620
C -1.78191 3.29950 -1.19959
C -1.91612 2.67425 -2.58466
C -2.04588 3.76860 -3.66730
C -3.18858 1.76812 -2.61159
Si -0.28472 1.62919 -2.98383
Br 0.48543 0.80679 -0.84753
C 1.33210 2.60599 -3.43101
C 1.33971 3.02892 -4.92073
C 1.40047 3.84195 -2.53458
C 2.63424 1.77658 -3.24375
C -0.60804 -0.00819 -4.06024
C 0.73385 -0.59643 -4.40586
C -1.45487 -0.95513 -3.19740
C -1.28762 0.26561 -5.40593
H -2.68413 3.86191 -1.01565
H -0.90395 3.95681 -1.08544
H -1.75583 2.54899 -0.40307
H -2.88888 4.42551 -3.49190
H -2.15551 3.29603 -4.62149
H -1.17581 4.39745 -3.77387
H -4.05343 2.37797 -2.30059
H -3.04480 0.99320 -1.85559
H -3.38597 1.38421 -3.62757
H 0.52914 3.72793 -5.17255
H 1.25797 2.16554 -5.56507
H 2.24472 3.53271 -5.20628
H 0.56414 4.54742 -2.68180
H 2.27974 4.43535 -2.80905
H 1.46667 3.58179 -1.46601
H 2.60190 0.79904 -3.69983
H 2.83406 1.61336 -2.17839
H 3.43611 2.31366 -3.71352
H 1.33567 -0.83909 -3.52889
H 1.35296 0.06229 -5.00971
H 0.61733 -1.53193 -4.95248
H -0.92033 -1.20793 -2.26500
H -1.60133 -1.88408 -3.71501
H -2.42272 -0.52554 -2.99202
H -0.65355 0.79269 -6.11619
H -2.20199 0.84283 -5.28349
H -1.51098 -0.68676 -5.88228

***

Entry 3:
Here is a molecular structure, C41H56FN2O8P2S2SeY from the Open Molecules 2025 dataset. Energies are from ωB97M-V/def2-TZVPD.

Calculated values
Energy above the lowest of the compared OMol25 structures with the same formula, charge and spin   0.0 kJ/mol
HOMO energy   -12.8467 eV
E_tot   -172137.6611 eV
Largest force on an atom   0.69 eV Å⁻¹
Charge   +2
HOMO-LUMO gap   7.37 eV
Spin multiplicity   1

Geometry (Å):
Y -0.07541 -0.35535 -0.21736
O -1.67661 0.55419 1.19160
S -2.89429 0.97322 1.99558
C -2.18179 1.69628 3.48550
C -1.17430 0.78123 4.18099
C 0.03245 1.54213 4.74022
C 0.98138 2.10509 3.68589
S 1.93527 0.94466 2.66604
O 0.90907 0.10645 1.91145
C 2.63912 -0.08264 3.92308
C 1.97709 -1.21154 4.37667
C 2.57948 -1.98788 5.35417
C 3.81757 -1.62168 5.87080
C 4.46978 -0.48553 5.40375
C 3.88629 0.28627 4.41101
C -3.61066 -0.50131 2.68131
C -2.90785 -1.69624 2.68390
C -3.50898 -2.82467 3.22205
C -4.79274 -2.74400 3.75022
C -5.48713 -1.54041 3.73190
C -4.90124 -0.41052 3.18312
H -3.02843 1.96873 4.11973
H -1.73251 2.62449 3.11875
H -0.81849 0.03271 3.47612
H -1.67057 0.25111 4.99299
H 0.58745 0.89234 5.41555
H -0.30918 2.38582 5.34625
H 1.75044 2.73104 4.14623
H 0.46589 2.71931 2.94059
H 1.01580 -1.48654 3.95913
H 2.08493 -2.88226 5.71165
H 4.28060 -2.22897 6.63808
H 5.43794 -0.20993 5.80128
H 4.39843 1.15979 4.01776
H -1.91989 -1.75283 2.25053
H -2.97878 -3.76873 3.22232
H -5.26055 -3.62779 4.16486
H -6.49134 -1.48533 4.13168
H -5.44687 0.52742 3.14229
C -0.84497 4.66635 0.70922
C -0.15030 3.58799 -0.08933
C 1.33881 3.81220 -0.23416
O -0.77360 3.60297 -1.41404
P -1.10495 2.35592 -2.30374
O -1.28413 1.10934 -1.49407
C 0.18904 2.12714 -3.53727
P 1.14808 0.66145 -3.13606
O 1.48893 0.58524 -1.67299
O 0.30287 -0.61093 -3.44957
C -0.40290 -0.90719 -4.72267
C 0.09865 -2.23715 -5.21851
C -1.88695 -0.89571 -4.43576
O 2.37817 0.77376 -4.07564
C 3.72913 0.24977 -3.74162
C 4.64487 0.75435 -4.82787
C 3.68593 -1.25849 -3.63290
O -2.32400 2.78716 -3.15951
C -3.65052 3.07351 -2.55053
C -4.48268 1.81156 -2.60904
C -4.22644 4.22738 -3.32899
H -0.42040 4.72324 1.71395
H -1.91523 4.46795 0.78652
H -0.70571 5.63580 0.22828
H -0.35346 2.61578 0.36090
H 1.52553 4.76019 -0.74055
H 1.81346 3.00498 -0.79383
H 1.80316 3.85811 0.75318
H 0.84533 2.99746 -3.57406
H -0.27002 2.01489 -4.52209
H -0.13398 -0.12095 -5.43307
H -0.17304 -3.02416 -4.51448
H 1.18120 -2.22709 -5.34643
H -0.35842 -2.45581 -6.18412
H -2.11022 -1.60822 -3.63773
H -2.43509 -1.18598 -5.33202
H -2.23071 0.09341 -4.12654
H 3.99211 0.69458 -2.78190
H 4.34793 0.34063 -5.79329
H 5.66813 0.44209 -4.61550
H 4.61985 1.84261 -4.88671
H 3.39514 -1.69835 -4.58771
H 2.98992 -1.59071 -2.85913
H 4.67857 -1.62875 -3.37611
H -3.47117 3.36997 -1.51460
H -4.63744 1.51232 -3.64779
H -5.45762 2.00294 -2.15943
H -4.00154 0.99238 -2.07264
H -4.35109 3.94811 -4.37641
H -3.58095 5.10342 -3.26970
H -5.20409 4.48821 -2.92173
Se 0.93407 -3.45451 1.10638
N 1.66689 -2.07964 0.21863
C 2.89938 -1.93152 0.68034
C 3.81608 -0.91030 0.27696
C 5.04148 -0.88471 0.85555
C 5.44682 -1.84522 1.84764
C 4.61383 -2.82334 2.26406
C 3.29905 -2.88695 1.69503
N 2.37968 -3.76199 2.04586
H 3.51264 -0.18902 -0.47115
H 5.75172 -0.12091 0.56221
H 6.44545 -1.77427 2.26155
H 4.89986 -3.55376 3.00923
F -3.54804 -5.34389 -2.48096
C -2.80258 -4.35457 -1.97199
C -3.41983 -3.35657 -1.24437
C -2.63216 -2.34088 -0.71795
C -1.23458 -2.29559 -0.86476
C -0.68217 -3.32749 -1.64723
C -1.44063 -4.35517 -2.19647
H -4.49469 -3.38250 -1.10653
H -3.14650 -1.56138 -0.16014
H 0.38456 -3.34053 -1.85441
H -0.99491 -5.14915 -2.78533